Run w
DFT (wB97M-V/def2-TZVPD) results for a cluster of 2 separate species, C7H14O in total.

Frontier orbital gap, eV: 5.654
E_HOMO, Eh: -0.2664
Spin multiplicity: 1

Each line ends with the natural charge from an NBO analysis.
Positions of all 22 atoms, in Å:
C: 1.933 -0.701 -0.712  -0.6053
C: 0.536 -1.272 -0.954  -0.4602
C: -0.439 -0.154 -0.810  0.2413
C: -0.884 0.273 0.385  -0.4225
C: -1.167 -0.581 1.521  0.0939
C: -0.507 -0.111 2.769  -0.6250
C: -0.922 0.447 -2.079  -0.7088
H: 2.109 0.283 -1.173  0.2463
H: 1.971 -0.422 0.342  0.2015
H: 2.732 -1.437 -0.861  0.2126
H: 0.210 -2.139 -0.336  0.2035
H: 0.436 -1.680 -1.954  0.2093
H: -0.962 1.384 0.497  0.3784
H: -2.109 -1.113 1.466  0.2263
H: -0.692 -0.668 3.712  0.2371
H: -1.300 0.628 2.444  0.3157
H: -1.894 0.035 -2.404  0.2288
H: -0.954 1.549 -1.887  0.2858
H: -0.153 0.563 -2.882  0.2237
H: 0.520 0.198 2.668  0.2591
H: 1.191 2.480 0.359  0.4196
O: 0.346 2.438 -0.112  -1.1611


Run x
DFT (wB97M-V/def2-TZVPD) results for the molecule C7H14O.

Frontier orbital gap, eV: 10.537
SMILES string: C=CC(C)(C)[C@@H](C)O
E_HOMO, Eh: -0.3556
Spin multiplicity: 1

Each line ends with the natural charge from an NBO analysis.
Positions of all 22 atoms, in Å:
C: 2.416 1.162 0.235  -0.4081
C: 1.128 1.195 0.517  -0.1427
C: -0.034 0.351 -0.135  -0.1167
C: 0.433 -0.337 -1.415  -0.6202
C: -1.170 1.325 -0.458  -0.6024
C: -0.440 -0.633 0.970  0.1185
C: -1.600 -1.596 0.467  -0.6415
O: 0.634 -1.384 1.466  -0.7059
H: 2.844 0.488 -0.489  0.1876
H: 3.118 1.809 0.738  0.2016
H: 0.777 1.883 1.277  0.1919
H: -0.402 -0.820 -1.916  0.2139
H: 0.854 0.404 -2.091  0.2241
H: 1.196 -1.089 -1.218  0.1978
H: -0.788 2.138 -1.073  0.2183
H: -1.968 0.831 -1.008  0.2086
H: -1.588 1.751 0.452  0.2101
H: -0.818 -0.073 1.831  0.1785
H: -1.225 -2.270 -0.301  0.1996
H: -2.462 -1.056 0.090  0.2084
H: -1.920 -2.190 1.320  0.2189
H: 1.017 -1.891 0.741  0.4598


Run y
DFT (wB97M-V/def2-TZVPD) results for the molecule C7H14O.

Frontier orbital gap, eV: 10.065
SMILES string: C=C(C)CC(C)(C)O
E_HOMO, Eh: -0.3388
Spin multiplicity: 1

Each line ends with the natural charge from an NBO analysis.
Positions of all 22 atoms, in Å:
C: 1.356 1.886 1.012  -0.4222
C: 1.064 0.920 0.130  0.0373
C: 2.133 -0.004 -0.373  -0.6597
C: -0.406 0.923 -0.552  -0.4355
C: -0.979 -0.403 -0.183  0.3128
C: -0.520 -1.595 -1.003  -0.6515
C: -1.186 -0.734 1.284  -0.6516
O: -2.468 -0.053 -0.812  -0.8081
H: 2.383 2.141 1.259  0.1927
H: 0.611 2.594 1.362  0.1909
H: 3.133 0.369 -0.130  0.2201
H: 2.086 -0.111 -1.460  0.2155
H: 2.065 -0.982 0.111  0.2160
H: -0.265 1.039 -1.628  0.2278
H: -0.970 1.752 -0.119  0.2176
H: 0.316 -2.134 -0.551  0.2173
H: -0.266 -1.308 -2.027  0.2193
H: -1.344 -2.310 -1.083  0.2392
H: -1.970 -1.493 1.372  0.2307
H: -1.512 0.143 1.849  0.2145
H: -0.287 -1.148 1.746  0.2223
H: -2.975 0.507 -0.204  0.4546


Run z
DFT (wB97M-V/def2-TZVPD) results for a cluster of 2 separate species, C7H14O in total.

Frontier orbital gap, eV: 9.701
SMILES string: C=CCC(=C)CC.O
E_HOMO, Eh: -0.3320
Spin multiplicity: 1

Each line ends with the natural charge from an NBO analysis.
Positions of all 22 atoms, in Å:
C: -1.153 -2.872 0.182  -0.3760
C: -0.391 -1.937 0.730  -0.1768
C: -0.816 -0.523 0.963  -0.5075
C: -0.917 0.266 -0.338  0.0856
C: -1.983 0.180 -1.121  -0.4381
C: 0.344 1.034 -0.685  -0.4564
C: 0.291 2.361 0.049  -0.6026
H: -0.807 -3.872 -0.038  0.1946
H: -2.188 -2.726 -0.115  0.1879
H: 0.642 -2.222 0.910  0.1985
H: -1.758 -0.371 1.486  0.2281
H: -0.169 0.001 1.676  0.2156
H: -2.827 -0.366 -0.723  0.1872
H: -1.966 0.360 -2.192  0.2015
H: 1.203 0.435 -0.387  0.2247
H: 0.361 1.179 -1.770  0.2037
H: -0.338 3.088 -0.464  0.2089
H: 0.041 2.317 1.109  0.2067
H: 1.248 2.906 -0.029  0.2099
O: 3.479 0.522 0.412  -0.9353
H: 3.816 0.485 -0.490  0.4699
H: 3.887 -0.244 0.836  0.4700


The structure with the most favorable energy is run x; the runner-up is 0.0264 hartree above it.


Run w
DFT (wB97M-V/def2-TZVPD) results for a cluster of 7 separate species, C5H23NO7S in total.

Frontier orbital gap, eV: 9.479
SMILES string: CCN[C@H](C=O)CS.O.O.O.O.O.O
E_HOMO, Eh: -0.3393
Spin multiplicity: 1

Each line ends with the natural charge from an NBO analysis.
Positions of all 37 atoms, in Å:
C: -1.349 -1.846 2.036  -0.6422
C: 0.085 -1.309 2.129  -0.2491
N: -0.089 0.179 2.167  -0.6482
C: 0.926 1.002 1.472  -0.1902
C: 2.309 0.758 1.960  0.4021
O: 3.101 0.044 1.372  -0.5165
C: 0.732 2.497 1.551  -0.5341
S: 1.903 3.391 0.426  -0.0768
H: -1.483 -2.845 1.505  0.2207
H: -1.990 -1.234 1.291  0.2247
H: -1.999 -1.882 2.986  0.2153
H: 0.687 -1.573 1.215  0.2284
H: 0.456 -1.648 3.149  0.2008
H: -0.222 0.580 3.100  0.3713
H: 0.896 0.510 0.377  0.2371
H: 2.618 1.092 2.905  0.1218
H: -0.265 2.803 1.029  0.2487
H: 0.868 2.941 2.576  0.2312
H: 2.102 2.175 -0.239  0.1722
O: -1.007 2.271 -1.824  -0.9539
H: -0.198 2.769 -1.927  0.4855
H: -0.885 1.655 -2.637  0.4839
O: -0.537 -3.015 -1.986  -0.9948
H: -0.329 -3.565 -1.248  0.4729
H: -1.311 -2.508 -1.891  0.4952
O: 1.003 -1.221 -3.739  -0.9782
H: 1.199 -1.779 -2.912  0.4971
H: 0.022 -1.317 -3.812  0.4790
O: -2.417 -1.439 -1.238  -1.0010
H: -3.198 -1.710 -1.625  0.4701
H: -2.506 -0.499 -0.888  0.5234
O: -2.285 0.904 0.206  -1.0032
H: -1.651 0.526 0.909  0.5034
H: -1.790 1.463 -0.366  0.4975
O: 2.104 0.779 -2.252  -0.9533
H: 2.700 -0.008 -2.600  0.4849
H: 1.800 1.060 -3.179  0.4746


Run x
DFT (wB97M-V/def2-TZVPD) results for a structure of composition C5H23NO7S.

Frontier orbital gap, eV: 9.415
E_HOMO, Eh: -0.3315
Spin multiplicity: 1

Each line ends with the natural charge from an NBO analysis.
Positions of all 37 atoms, in Å:
C: 2.841 -1.839 -0.309  -0.5220
C: 2.171 -2.741 0.724  -0.4935
S: 2.417 -2.225 2.468  -0.0482
C: 2.154 -0.539 -0.630  0.6811
N: 1.074 -0.507 -1.437  -0.4191
C: 0.279 -1.712 -1.613  -0.4175
C: 0.372 0.760 -1.491  -0.4287
O: 2.699 0.504 -0.258  -0.6731
H: 3.065 -2.487 -1.156  0.2299
H: 3.835 -1.581 0.049  0.2488
H: 2.632 -3.721 0.743  0.2261
H: 1.101 -2.844 0.569  0.2199
H: 1.984 -0.958 2.380  0.1143
H: 0.864 -2.482 -2.100  0.2066
H: -0.261 -1.989 -0.718  0.2139
H: -0.455 -1.515 -2.378  0.2112
H: -0.505 0.763 -2.125  0.2234
H: 1.001 1.574 -1.829  0.2147
H: 0.080 1.031 -0.480  0.2043
H: -3.812 1.659 -1.596  0.4712
H: -2.558 1.678 -0.773  0.5105
O: -3.055 1.101 -1.383  -0.9949
H: -1.505 2.986 1.135  0.5125
H: -2.561 3.869 0.547  0.4750
O: -2.234 2.964 0.485  -0.9994
H: 1.620 2.764 0.498  0.5101
H: 1.642 1.856 1.594  0.4938
O: 1.013 2.484 1.202  -0.9283
H: -1.693 -0.318 0.655  0.4773
H: -2.577 -0.812 1.781  0.4739
O: -1.710 -0.424 1.615  -0.9508
H: -0.920 1.787 2.809  0.4739
H: 0.314 2.545 2.296  0.4669
O: -0.560 2.676 2.684  -0.9816
H: -3.251 -0.914 -0.817  0.4952
H: -2.823 -1.760 -2.040  0.4741
O: -2.675 -1.635 -1.100  -0.9713


The structure with the most favorable energy is run x; the runner-up is 0.0565 hartree above it.


Run w
DFT (wB97M-V/def2-TZVPD) results for a cluster of 2 separate species, H3N2OS in total.

Frontier orbital gap, eV: 3.841
E_HOMO, Eh: -0.0826
Spin multiplicity: 1
Charge: -1

Each line ends with the natural charge from an NBO analysis.
Positions of all 7 atoms, in Å:
N: -0.099 -2.001 -1.985  0.1606
N: 0.465 -1.141 -1.187  -0.4098
O: 0.276 -2.354 -3.149  -0.4631
S: -0.197 3.705 4.487  -1.0729
H: -1.030 -2.315 -1.727  0.3690
H: 1.093 -0.519 -1.800  0.3432
H: -0.509 4.625 5.362  0.0729


Run x
DFT (wB97M-V/def2-TZVPD) results for a structure of composition H3N2OS.

Frontier orbital gap (spin up / spin down), eV: 6.457 / 6.457
E_HOMO (spin up / spin down), Eh: -0.0834 / -0.0834
Spin multiplicity: 1
Charge: -1

Each line ends with the natural charge from an NBO analysis.
Positions of all 7 atoms, in Å:
N: -3.636 -1.304 -0.210  0.3001
N: -2.818 -1.568 0.531  -0.1352
O: -4.178 -0.699 -1.086  -0.4994
S: -0.881 -0.498 0.443  -0.7553
H: 5.977 2.636 0.359  0.0050
H: -0.851 -0.745 -0.870  0.0897
H: 6.387 2.177 0.833  -0.0050


The structure with the most favorable energy is run w; the runner-up is 0.0107 hartree above it.


Run w
DFT (wB97M-V/def2-TZVPD) results for a cluster of 2 separate species, C4H10O2 in total.

Frontier orbital gap (spin up / spin down), eV: 8.034 / 7.251
E_HOMO (spin up / spin down), Eh: -0.5073 / -0.5073
Spin multiplicity: 2
Charge: +1

Each line ends with the natural charge from an NBO analysis.
Positions of all 16 atoms, in Å:
C: -2.741 1.466 -1.190  -0.6617
C: -1.986 0.536 -0.267  -0.0473
C: -0.822 -0.217 -0.251  0.6057
O: 0.450 0.015 -0.124  -0.6347
C: -1.138 -1.720 -0.123  -0.7173
H: -2.915 2.444 -0.720  0.2787
H: -2.035 1.613 -2.005  0.2387
H: -3.630 0.963 -1.538  0.2773
H: -2.322 0.387 0.779  0.2706
H: 1.046 0.157 -0.878  0.5673
H: -0.403 -2.149 0.562  0.2710
H: -2.145 -1.947 0.245  0.2597
H: -1.112 -2.293 -1.061  0.2918
H: 5.873 -0.165 1.588  0.4768
H: 4.627 -0.102 2.486  0.4721
O: 4.943 0.000 1.575  -0.9486


Run x
DFT (wB97M-V/def2-TZVPD) results for a cluster of 2 separate species, C4H10O2 in total.

Frontier orbital gap (spin up / spin down), eV: 9.978 / 6.232
E_HOMO (spin up / spin down), Eh: -0.5473 / -0.5472
Spin multiplicity: 2
Charge: +1

Each line ends with the natural charge from an NBO analysis.
Positions of all 16 atoms, in Å:
C: 0.798 1.044 -1.731  -0.7335
C: -0.101 -1.910 0.634  -0.1685
O: -1.383 -2.036 1.204  -0.6832
C: -0.209 -0.826 -0.365  0.0723
C: 0.878 -0.156 -0.932  0.1037
H: 1.368 1.016 -2.670  0.3210
H: -0.234 1.389 -1.774  0.2531
H: 1.415 1.850 -1.280  0.3330
H: 0.654 -1.713 1.407  0.2544
H: 0.201 -2.811 0.067  0.2641
H: -1.495 -2.859 1.693  0.5058
H: -1.212 -0.444 -0.533  0.2450
H: 1.868 -0.601 -0.828  0.2301
H: -0.177 2.327 0.659  0.4476
H: -0.595 3.555 1.546  0.4918
O: 0.042 3.223 0.906  -0.9366


Run y
DFT (wB97M-V/def2-TZVPD) results for the ion C4H10O2 with charge +1.

Frontier orbital gap (spin up / spin down), eV: 11.443 / 4.804
E_HOMO (spin up / spin down), Eh: -0.5496 / -0.5475
Spin multiplicity: 2
Charge: +1

Each line ends with the natural charge from an NBO analysis.
Positions of all 16 atoms, in Å:
C: -1.081 -0.757 -1.251  -0.1358
O: -0.455 0.372 -1.942  -0.2112
C: -0.227 -1.105 0.007  -0.4408
C: -0.335 0.017 0.937  -0.4720
C: 1.095 0.652 1.142  -0.0432
O: 1.443 1.614 0.235  -0.7037
H: -2.134 -0.421 -1.044  0.2942
H: -1.046 -1.629 -2.001  0.3409
H: 0.504 0.594 -1.483  0.5334
H: 0.871 -1.208 -0.428  0.2315
H: -0.686 -2.116 0.365  0.2810
H: -0.818 -0.166 1.973  0.2714
H: -0.815 0.828 0.534  0.1953
H: 1.894 -0.043 1.056  0.1931
H: 1.062 1.208 2.019  0.1937
H: 0.726 2.161 -0.120  0.4722


The structure with the most favorable energy is run x; the runner-up is 0.0221 hartree above it.